1.
# C2H3BrFI

A 2-piece molecular cluster, C2H3BrFI overall (ωB97M-V/def2-TZVPD, OMol25).

The electronic energy comes out at -3049.5240 hartree. The calculation puts the orbital gap at 9.7 eV. The max |F| is 2.8 eV/Å. As for the SMILES: F/C=C\I.Br. The value obtained for the HOMO energy is -9.4 eV. As for the spin multiplicity: 1.

Geometry as XYZ:
```
8
Properties=species:S:1:pos:R:3:nbo_charge:R:1
F 0.269 -1.924 -1.918 -0.318
C 0.220 -0.762 -1.272 0.212
C -0.495 -0.425 -0.236 -0.474
I -1.892 -1.678 0.758 0.159
H 1.052 -0.023 -1.563 0.172
H -0.163 0.586 0.077 0.240
Br -0.083 2.420 2.173 -0.173
H 1.091 1.807 1.981 0.181
```

2.
# C5H7NO

One molecule with the formula C5H7NO (ωB97M-V/def2-TZVPD, OMol25).

The electronic energy comes out at -324.6290 hartree. The calculation puts the orbital gap at 11.3 eV. The max |F| is 2.8 eV/Å. As for the SMILES: CC1(C#N)COC1. The value obtained for the HOMO energy is -10.6 eV. As for the spin multiplicity: 1.

Geometry as XYZ:
```
14
Properties=species:S:1:pos:R:3:nbo_charge:R:1
C 0.385 -1.376 -0.167 -0.601
C 0.152 0.044 0.190 -0.235
C 0.916 0.325 1.388 0.285
N 1.542 0.560 2.313 -0.305
C 0.214 1.094 -0.957 -0.048
O -1.193 1.472 -0.686 -0.519
C -1.365 0.388 0.225 -0.023
H -0.263 -1.671 -1.066 0.222
H 0.372 -2.039 0.812 0.236
H 1.337 -1.586 -0.641 0.223
H 1.005 1.828 -0.554 0.197
H 0.537 0.739 -1.990 0.200
H -2.018 -0.386 -0.168 0.182
H -1.621 0.607 1.303 0.186
```

ΔE to the lowest compared entry with this formula, charge and spin (kJ/mol)
103.42 250.55